ORCA calculation (the ωB97M-V functional and the def2-TZVPD basis) on a 2-piece molecular cluster, C2H6NO2 overall at a distorted geometry.

Each line ends with the Löwdin charge.
Element x y z (Å)
1 C -0.399 -1.328 -0.223  0.095
2 C -0.040 -0.012 -0.698  -0.384
3 N -0.469 1.206 -0.908  0.288
4 O 0.743 -0.916 -1.097  0.212
5 O 0.626 0.439 1.212  -0.030
6 H -0.233 -1.546 0.842  0.133
7 H -1.078 -1.995 -0.768  0.146
8 H 0.173 1.796 -1.299  0.118
9 H 0.241 0.310 2.063  0.086
10 H -1.213 1.536 -0.315  0.163
11 H 1.651 0.511 1.191  0.173

Output
- charge = +1
- energy above the lowest of the compared OMol25 structures with the same formula, charge and spin (eV) = 3.046
- HOMO energy (eV) = -16.8


ORCA calculation (the ωB97M-V functional and the def2-TZVPD basis) on C3H8N4S as an isolated structure at a distorted geometry.

Each line ends with the Löwdin charge.
Element x y z (Å)
1 C -0.409 -0.825 -1.171  -0.303
2 C -0.070 0.724 -0.938  -0.453
3 C 0.752 -0.042 2.073  -0.673
4 H -1.240 -1.236 0.601  -0.035
5 H -2.399 -1.052 -0.627  0.148
6 H -0.937 -0.694 -2.186  0.117
7 H 0.625 -1.426 -1.331  0.143
8 H -1.295 1.627 -2.181  0.059
9 H 1.317 1.943 0.187  0.195
10 H 2.636 0.144 1.262  0.265
11 H 1.502 -0.571 2.923  0.119
12 N -1.369 -1.454 -0.394  -0.046
13 N -0.689 1.646 -1.386  0.153
14 N 1.098 0.889 -0.110  -0.060
15 N 1.368 0.031 0.838  -0.187
16 S -0.890 0.297 2.441  0.557

Output
- energy above the lowest of the compared OMol25 structures with the same formula, charge and spin (eV) = 4.644
- HOMO energy (eV) = -8.7


ORCA calculation (the ωB97M-V functional and the def2-TZVPD basis) on C9H4CaFNO5 as an isolated structure at a distorted geometry.

Each line ends with the Löwdin charge.
Element x y z (Å)
1 Ca 1.515 0.200 0.036  1.298
2 O 5.137 -0.588 0.658  0.000
3 C 3.912 -0.664 0.722  -0.633
4 O 3.139 -0.947 -0.266  -0.264
5 C 3.191 -0.397 2.092  -0.626
6 O 3.839 -0.476 3.133  -0.001
7 O 1.940 -0.119 2.007  -0.245
8 O 0.849 4.687 -0.636  -0.057
9 C 1.139 3.514 -0.587  -0.607
10 N 1.424 2.363 -0.539  -0.081
11 F -4.862 -0.836 -0.584  -0.019
12 C -3.489 -0.755 -0.597  -0.326
13 C -2.748 -1.915 -0.624  -0.079
14 C -1.356 -1.808 -0.623  -0.179
15 C -0.655 -0.588 -0.606  -0.244
16 C -1.495 0.544 -0.594  -0.180
17 C -2.889 0.484 -0.582  -0.065
18 H -3.260 -2.873 -0.633  0.091
19 H -0.792 -2.740 -0.631  0.067
20 H -1.038 1.531 -0.590  0.053
21 H -3.500 1.381 -0.557  0.096

Output
- charge = -2
- HOMO energy (eV) = -2.0


ORCA calculation (the ωB97M-V functional and the def2-TZVPD basis) on a 2-piece molecular cluster, C4H10O overall at a distorted geometry.

Each line ends with the Löwdin charge.
Element x y z (Å)
1 C 2.050 0.799 -1.605  -0.010
2 C 1.578 0.494 -0.391  -0.168
3 C 0.221 -0.308 -0.288  -0.252
4 C 0.374 -1.795 -0.592  -0.142
5 H 2.579 1.743 -1.683  0.049
6 H 1.607 0.405 -2.511  0.062
7 H 1.745 1.144 0.459  0.084
8 H -0.763 -0.021 -0.677  0.105
9 H 0.178 -0.154 0.798  0.077
10 H -0.206 -2.187 -1.440  0.063
11 H 0.010 -2.427 0.217  0.058
12 H 1.377 -2.181 -0.847  0.074
13 O -3.590 1.906 2.886  -0.063
14 H -2.858 1.306 2.671  0.035
15 H -4.304 1.276 3.002  0.027

Output
- energy above the lowest of the compared OMol25 structures with the same formula, charge and spin (eV) = 2.192
- HOMO energy (eV) = -9.6